# 1
The following is a DFT calculation (ωB97M-V/def2-TZVPD) of a molecular structure, C2H12N6 at a distorted geometry.

Computed properties:
E in Ha: -411.85897
HOMO energy in eV: -8.1
LUMO in eV: 1.01

```
! RIJCOSX wB97M-V def2-TZVPD def2/J DEFGRID3
* xyz 0 1
N 1.315 -1.354 -0.101
N -1.478 -0.484 -1.352
N -1.371 1.413 0.021
N -1.254 -0.774 1.012
N 1.520 0.690 -1.182
N 1.225 0.693 1.223
C 1.015 0.043 -0.030
C -0.920 0.061 -0.131
H 2.022 -1.538 -0.802
H 2.212 0.845 1.406
H -0.967 1.818 0.855
H -2.385 1.473 0.041
H -1.021 -1.365 -1.567
H -0.897 -1.713 0.863
H 0.776 0.208 1.991
H -1.316 0.150 -2.128
H -2.266 -0.854 1.094
H 0.326 0.820 -1.078
H 1.599 -1.746 0.787
H 1.864 1.613 -0.923
*
```

=====

# 2
The following is a DFT calculation (ωB97M-V/def2-TZVPD) of a molecular structure, C44H33CrF6NO4P3S2Te.

Computed properties:
<S²>: 8.85
E in Ha: -5784.71543
HOMO energy (spin up / spin down) in eV: -2.9 / -2.9
LUMO (spin up / spin down) in eV: 3.48 / 3.26

```
! RIJCOSX wB97M-V def2-TZVPD def2/J DEFGRID3
* xyz -2 6
Te 0.693 -0.059 -1.223
Cr 0.214 -2.966 1.135
S -1.998 -2.623 1.804
S 1.013 -2.034 3.204
P 3.450 -3.509 -0.335
P -1.757 -0.798 0.818
P 1.087 -0.342 2.125
F 2.652 -4.894 -0.297
F 4.145 -2.054 -0.353
F 3.081 -3.331 -1.888
F 1.960 -2.703 0.030
F 3.717 -3.609 1.245
F 4.832 -4.234 -0.675
O -2.208 -7.886 -3.177
O -2.284 -6.143 -4.611
O 0.194 -4.731 1.871
O -0.745 -6.751 1.669
N -0.392 -4.034 -0.545
C 1.424 3.714 -0.885
C -0.959 -4.512 -2.797
C -0.175 -0.529 -5.320
C -2.533 2.794 2.681
C -3.312 0.152 2.975
C 1.732 4.550 0.178
C -1.301 0.722 -3.463
C -2.120 -0.521 -3.314
C -0.865 4.396 -0.776
C -1.951 1.805 1.908
C 0.765 3.359 3.923
C -0.171 2.659 -2.504
C -2.334 0.466 2.035
C 0.737 5.311 0.773
C 0.003 3.078 5.046
C -1.071 -1.608 -5.196
C 0.663 1.042 3.255
C -3.900 1.144 3.751
C -0.796 1.277 -2.059
C -0.436 1.781 5.272
C -1.377 -5.791 -2.464
C 5.514 0.657 1.323
C 0.122 3.613 -1.372
C -1.160 3.105 -3.538
C 4.528 1.419 0.712
C 5.155 -0.411 2.128
C -2.126 1.630 -1.425
C 3.817 -0.721 2.323
C -0.244 0.558 -4.507
C -0.561 5.233 0.289
C -2.181 2.008 -3.702
C 1.094 2.347 3.033
C -3.520 2.469 3.605
C 2.823 0.038 1.717
C -1.230 -6.190 -1.138
C -0.434 -5.668 1.218
C 0.061 -0.675 0.718
C -0.727 -5.294 -0.218
C 3.192 1.114 0.909
C -2.026 -1.578 -4.158
C -1.981 -6.723 -3.549
C -0.479 -3.661 -1.821
C -0.109 0.770 4.383
C -2.937 2.069 -2.386
H -3.602 -0.883 3.107
H 0.970 5.962 1.607
H -2.198 3.819 2.573
H 5.915 -1.031 2.584
H -1.032 -4.201 -3.830
H -1.345 5.826 0.743
H 0.796 2.443 -2.974
H -0.255 3.868 5.741
H 2.201 3.118 -1.349
H 3.541 -1.580 2.920
H -0.994 -2.470 -5.843
H 1.106 4.369 3.732
H -1.046 1.554 6.137
H -2.770 2.012 -4.616
H 1.687 2.593 2.164
H 6.559 0.885 1.157
H -2.662 -2.440 -4.003
H -1.321 4.137 -3.817
H -1.880 4.341 -1.145
H -3.927 2.485 -2.255
H -1.493 -7.193 -0.836
H -4.658 0.872 4.477
H -1.160 2.080 1.217
H -2.811 -0.565 -2.483
H -3.975 3.241 4.214
H -2.354 1.612 -0.375
H -0.456 -0.240 4.554
H 4.799 2.247 0.067
H 2.751 4.598 0.545
H -0.163 -2.651 -2.051
H 0.603 -0.572 -6.074
H 2.437 1.703 0.413
H 0.468 1.359 -4.653
*
```

=====

# 3
The following is a DFT calculation (ωB97M-V/def2-TZVPD) of 2 unconnected molecules or ions with the total composition C13H27ClN2O6PS at a distorted geometry.

Computed properties:
E in Ha: -2271.59922
HOMO energy in eV: -11.9
LUMO in eV: -4.57

```
! RIJCOSX wB97M-V def2-TZVPD def2/J DEFGRID3
* xyz 1 1
Cl 2.502 4.376 -3.396
S 0.179 0.827 0.124
P -4.069 -2.430 0.374
O -4.507 -1.152 1.332
O -2.548 -2.174 0.509
O -5.768 -2.716 0.223
O 3.890 4.993 -0.238
O 7.306 3.580 -1.321
O -4.115 -3.584 1.575
N 2.232 3.680 -1.826
N 1.252 2.159 -0.227
C -4.493 0.143 0.760
C 5.948 4.086 -1.578
C 2.855 3.975 -0.477
C 1.229 2.555 -1.687
C 5.210 4.321 -0.122
C -6.144 -3.753 -0.668
C 8.671 1.756 -0.274
C -5.733 0.372 -0.078
C -3.010 -4.458 1.761
C 7.350 2.112 -1.236
C -2.148 -3.982 2.918
C 2.203 2.962 0.634
C -6.138 -5.108 0.016
H -5.789 1.413 -0.408
H 5.913 5.069 0.479
H 2.376 2.820 1.783
H 5.320 3.460 -2.342
H -4.466 0.861 1.583
H 5.042 3.299 0.450
H 8.772 0.613 -0.042
H 6.087 5.174 -2.049
H -6.636 0.133 0.489
H -7.161 -3.530 -1.007
H 8.528 2.415 0.708
H 6.380 1.610 -0.807
H 0.585 2.073 -2.551
H -1.255 -4.605 3.018
H -3.406 -5.452 1.995
H -6.695 -5.845 -0.568
H 0.424 -0.096 -0.943
H -5.494 -3.753 -1.547
H -1.837 -2.941 2.791
H -2.713 -4.026 3.856
H -5.727 -0.268 -0.966
H -3.585 0.284 0.165
H 9.647 2.130 -0.850
H 7.648 1.717 -2.312
H -6.567 -5.048 1.022
H -2.427 -4.562 0.838
H -5.116 -5.483 0.118
*
```